1.
ORCA calculation (ωB97M-V/def2-TZVPD) on C28H21AgBBrF4N4O5 as an isolated structure in a non-equilibrium geometry.

Element x y z (Å)
Ag (0.8627, 0.5584, -2.3586)
O (-2.9175, -2.1242, -3.4778)
C (-3.8967, -1.2858, -3.1118)
C (-5.2146, -1.6192, -3.4404)
C (-6.2586, -0.7894, -3.0792)
C (-6.0107, 0.3898, -2.3824)
C (-4.7054, 0.7202, -2.0571)
C (-3.6333, -0.0949, -2.4099)
C (-2.2226, 0.2705, -2.0490)
O (-1.3013, -0.5503, -2.3994)
N (-2.0759, 1.4092, -1.4111)
N (-0.7708, 1.6072, -1.0048)
C (-0.4807, 2.7950, -0.6403)
C (0.8045, 3.2029, -0.0787)
C (0.8789, 4.5185, 0.3927)
C (2.0231, 5.0555, 0.9509)
C (3.1558, 4.2448, 1.0326)
C (3.1228, 2.9475, 0.5711)
C (1.9605, 2.3642, 0.0046)
O (2.0157, 1.1306, -0.4010)
H (-2.0745, -1.6787, -3.1369)
H (-5.3850, -2.5408, -3.9831)
H (-7.2744, -1.0630, -3.3433)
H (-6.8269, 1.0425, -2.0977)
H (-4.4752, 1.6295, -1.5182)
H (-1.2549, 3.5680, -0.7055)
H (-0.0131, 5.1325, 0.3082)
H (2.0394, 6.0784, 1.3059)
H (4.0738, 4.6357, 1.4596)
H (4.0005, 2.3143, 0.6235)
C (2.4801, -2.2114, -2.7517)
O (1.9730, -1.6523, -1.5461)
C (2.0251, -2.3645, -0.4123)
C (2.5194, -3.6480, -0.3022)
C (2.4489, -4.2915, 0.9326)
Br (3.1227, -6.0698, 1.0669)
C (1.9038, -3.6871, 2.0339)
C (1.4320, -2.3701, 1.9232)
C (1.5025, -1.6867, 0.7134)
O (1.0639, -0.4231, 0.6350)
C (0.8779, -1.7310, 3.1207)
N (0.8532, -2.2766, 4.3170)
C (0.2427, -1.3346, 5.1187)
C (-0.0507, -1.3697, 6.4819)
C (-0.6747, -0.2714, 7.0437)
C (-1.0087, 0.8536, 6.2732)
C (-0.7276, 0.9088, 4.9203)
C (-0.1000, -0.1994, 4.3625)
N (0.3161, -0.4882, 3.0888)
H (1.9747, -3.1530, -2.9802)
H (3.5586, -2.3748, -2.6769)
H (2.2793, -1.4888, -3.5400)
H (2.9311, -4.1596, -1.1598)
H (1.8384, -4.1832, 2.9904)
H (1.5859, 0.2132, 0.0302)
H (0.2079, -2.2394, 7.0727)
H (-0.9134, -0.2746, 8.1004)
H (-1.4971, 1.6952, 6.7484)
H (-0.9841, 1.7740, 4.3229)
H (0.2936, 0.0713, 2.2441)
F (1.6899, 0.6410, -4.6111)
B (2.0774, 0.9232, -5.9703)
F (0.9328, 0.9534, -6.7680)
F (2.7396, 2.1537, -5.9999)
F (2.9402, -0.1075, -6.3851)

## Properties
Spin multiplicity: 1
Energy above the lowest of the compared OMol25 structures with the same formula, charge and spin in kJ/mol: 73.0
Net charge: -2
Max |F| in eV Å⁻¹: 5.9
Frontier orbital gap in eV: 6.44



2.
ORCA calculation (ωB97M-V/def2-TZVPD) on a 5-piece molecular cluster, C49H78F5N6O9S2 overall in a non-equilibrium geometry.

Element x y z (Å)
N (2.3770, -0.0152, -0.5352)
C (1.3982, 0.8655, -1.1527)
C (0.2918, 1.5005, -0.2239)
C (-0.8519, 0.5560, 0.3538)
F (-2.0050, 0.5689, -0.4613)
F (-1.3179, 1.0082, 1.6115)
C (-0.4896, -0.9403, 0.5280)
C (-0.5576, -1.5617, 1.8726)
C (-0.2663, -2.9960, 2.1019)
C (0.1250, -3.8814, 1.0009)
C (0.1912, -3.2730, -0.3383)
C (0.6101, -4.1832, -1.5253)
F (0.9284, -3.4457, -2.6535)
F (1.7697, -4.8737, -1.2117)
F (-0.4053, -5.0455, -1.8483)
C (-0.1238, -1.8628, -0.5625)
N (-0.4928, 2.6781, -0.6582)
C (-0.8307, 2.9164, -2.0644)
C (-2.2751, 2.9852, -2.3342)
C (-2.6789, 3.2728, -3.7390)
C (-1.5122, 3.4351, -4.6156)
C (-0.1194, 3.3759, -4.1975)
N (0.2029, 3.1144, -2.9040)
C (-0.7813, 3.6474, 0.2911)
N (-1.7242, 4.6025, 0.2779)
N (0.2115, 3.4144, 1.3182)
C (1.0972, 2.2720, 0.9334)
C (1.5698, 1.4147, 2.1937)
C (1.5750, 2.1787, 3.5701)
C (2.0444, 1.1124, 4.6737)
S (3.8043, 1.4359, 5.1146)
C (4.6939, -0.0303, 4.4003)
S (4.7049, -1.3859, 5.3627)
N (5.2900, 0.0247, 3.0916)
C (6.4996, -0.8490, 3.1454)
C (7.5123, -0.5486, 1.9353)
O (6.7241, -0.0305, 0.8599)
C (6.2770, 1.2861, 1.2156)
C (5.7624, 1.3830, 2.7367)
C (2.4436, 3.0181, 0.5492)
C (2.3259, 4.2805, -0.4002)
C (3.6888, 4.3902, -1.1803)
C (4.7863, 5.2496, -0.6884)
C (6.0867, 5.3365, -1.3831)
C (6.3579, 4.5667, -2.6095)
C (5.2499, 3.7240, -3.1056)
C (3.9534, 3.6396, -2.4214)
H (2.1023, -0.4612, 0.3330)
H (3.3328, 0.3269, -0.5388)
H (1.9624, 1.6496, -1.7334)
H (0.8519, 0.2712, -1.9512)
H (-0.8547, -0.9774, 2.7844)
H (-0.3489, -3.4757, 3.1123)
H (0.3401, -4.9649, 1.1287)
H (-0.0767, -1.5098, -1.6160)
H (-3.0373, 2.8283, -1.5283)
H (-3.7362, 3.3452, -4.0694)
H (-1.7160, 3.6211, -5.7025)
H (0.6754, 3.5203, -4.9642)
H (-2.6718, 4.4721, 0.6342)
H (-1.5024, 5.5350, -0.0710)
H (-0.4304, 3.2145, 2.1072)
H (1.0221, 0.4487, 2.3232)
H (2.6457, 1.1368, 1.9777)
H (2.2909, 3.0495, 3.5721)
H (0.5322, 2.4771, 3.8589)
H (2.0120, 0.0855, 4.2044)
H (1.3462, 1.0790, 5.5515)
H (7.1030, -0.6555, 4.0830)
H (6.2130, -1.9262, 3.0382)
H (8.2486, 0.2477, 2.2414)
H (8.0368, -1.5033, 1.6712)
H (7.0688, 2.0657, 1.0018)
H (5.3753, 1.4777, 0.5613)
H (6.6378, 1.6842, 3.3861)
H (4.9530, 2.1603, 2.7202)
H (2.8707, 3.4037, 1.5229)
H (3.2429, 2.3555, 0.1273)
H (2.2792, 5.2177, 0.2319)
H (1.4342, 4.3132, -1.0697)
H (4.6862, 5.8774, 0.2331)
H (6.9136, 5.9926, -1.0052)
H (7.3375, 4.6261, -3.1403)
H (5.4662, 3.1379, -4.0323)
H (3.1761, 2.9675, -2.8720)
C (0.3491, -7.1757, -4.0026)
O (0.6583, -7.9367, -5.1588)
C (-0.4909, -8.2106, -5.9528)
C (-0.5478, -7.3034, -7.1701)
O (-0.7788, -5.9476, -6.7949)
C (0.4069, -5.1681, -6.8357)
H (1.2859, -6.8355, -3.5593)
H (-0.2581, -6.3002, -4.2460)
H (-0.1783, -7.7988, -3.2729)
H (-1.4069, -8.1256, -5.3598)
H (-0.4054, -9.2478, -6.2912)
H (-1.3941, -7.6080, -7.7956)
H (0.3618, -7.3948, -7.7712)
H (0.6892, -4.9747, -7.8764)
H (1.2340, -5.6615, -6.3194)
H (0.2077, -4.2147, -6.3464)
C (-1.3605, 0.0049, 8.9328)
O (-2.6297, 0.1802, 8.3198)
C (-2.5482, 0.8847, 7.0875)
C (-2.6627, -0.0612, 5.9037)
O (-1.5287, -0.9201, 5.8122)
C (-1.7969, -2.2238, 6.2893)
H (-1.4744, -0.7056, 9.7517)
H (-0.6232, -0.3907, 8.2294)
H (-1.0068, 0.9568, 9.3410)
H (-1.6256, 1.4721, 7.0314)
H (-3.3922, 1.5824, 7.0624)
H (-2.6859, 0.5323, 4.9819)
H (-3.5898, -0.6400, 5.9518)
H (-2.4276, -2.7530, 5.5663)
H (-2.2884, -2.2086, 7.2648)
H (-0.8473, -2.7503, 6.3806)
C (-8.8436, 3.7128, 9.0135)
O (-9.0685, 2.8057, 7.9446)
C (-8.3703, 3.1728, 6.7619)
C (-7.1284, 2.3186, 6.5661)
O (-6.1498, 2.5876, 7.5648)
C (-6.1180, 1.5903, 8.5767)
H (-9.2376, 3.2658, 9.9264)
H (-7.7787, 3.9132, 9.1560)
H (-9.3734, 4.6521, 8.8259)
H (-8.1144, 4.2370, 6.7717)
H (-9.0513, 2.9990, 5.9225)
H (-6.6753, 2.5746, 5.6012)
H (-7.3840, 1.2548, 6.5440)
H (-5.6603, 0.6763, 8.1830)
H (-7.1179, 1.3640, 8.9547)
H (-5.5075, 1.9577, 9.4004)
C (0.2070, -2.1122, -11.2379)
O (-0.9314, -1.3252, -10.9237)
C (-2.0998, -1.7580, -11.6137)
C (-3.0166, -2.5556, -10.7013)
O (-2.4299, -3.7992, -10.3347)
C (-1.8932, -3.7810, -9.0207)
H (1.0002, -1.8583, -10.5337)
H (-0.0049, -3.1810, -11.1525)
H (0.5521, -1.8849, -12.2516)
H (-1.8372, -2.3363, -12.5048)
H (-2.6282, -0.8572, -11.9419)
H (-3.9380, -2.7883, -11.2466)
H (-3.2902, -1.9745, -9.8151)
H (-2.7062, -3.7955, -8.2871)
H (-1.2641, -2.9024, -8.8518)
H (-1.2886, -4.6746, -8.8855)

## Properties
Spin multiplicity: 1
Net charge: +1
Max |F| in eV Å⁻¹: 6.4
Frontier orbital gap in eV: 6.24



3.
ORCA calculation (ωB97M-V/def2-TZVPD) on one molecule with the formula C5H9Br in a non-equilibrium geometry.

Element x y z (Å)
C (0.4888, 1.4086, -0.5157)
C (1.3652, -0.1201, -0.1876)
C (-0.0844, 0.0850, -0.0030)
C (-0.5750, 0.0726, 1.4819)
C (-0.9374, -0.9176, -0.8500)
Br (2.2902, -1.1043, -1.5669)
H (0.3559, 2.1277, 0.3141)
H (0.4876, 1.5915, -1.6064)
H (2.0609, 0.2267, 0.5604)
H (0.1198, 0.7587, 2.0145)
H (-0.6997, -0.9762, 1.8443)
H (-1.5751, 0.4369, 1.4424)
H (-2.0561, -0.8754, -0.6438)
H (-0.7414, -1.9455, -0.4086)
H (-0.4994, -0.7686, -1.8756)

## Properties
Spin multiplicity: 1
SMILES: CC1(C)C[C@@H]1Br
Energy above the lowest of the compared OMol25 structures with the same formula, charge and spin in kJ/mol: 120.5
Net charge: 0
Max |F| in eV Å⁻¹: 3.6
Frontier orbital gap in eV: 9.77



4.
ORCA calculation (ωB97M-V/def2-TZVPD) on an isolated ion of composition C4H7N2 and charge +1 in a non-equilibrium geometry.

Element x y z (Å)
C (3.0617, -0.0940, -0.0397)
C (-1.7517, 0.4723, 0.0272)
C (-0.3733, 0.5839, 0.2358)
C (1.8458, -0.2888, 0.1064)
N (0.5528, -0.4865, 0.1325)
N (-2.6709, -0.5292, 0.0456)
H (3.8652, 0.2887, 0.6885)
H (3.3197, 0.1723, -1.0546)
H (-2.2567, 1.4320, -0.0308)
H (0.2014, 1.5949, 0.3591)
H (0.1586, -1.3544, -0.0582)
H (-3.6231, -0.3211, -0.4375)
H (-2.3293, -1.4701, 0.0256)

## Properties
Spin multiplicity: 1
SMILES: C=C=[NH+]/C=C\N
Energy above the lowest of the compared OMol25 structures with the same formula, charge and spin in kJ/mol: 384.9
Net charge: +1
Max |F| in eV Å⁻¹: 6.3
Frontier orbital gap (alpha / beta) in eV: 8.05 / 8.05



5.
ORCA calculation (ωB97M-V/def2-TZVPD) on C19H23N6O2S3Ti as an isolated structure.

Element x y z (Å)
Ti (0.1126, -1.0681, 0.3005)
C (-2.7885, -3.7912, 1.6860)
C (-2.3449, -2.6520, 0.8310)
O (-1.1072, -2.2745, 1.0045)
C (-3.1571, -2.0035, -0.0498)
C (-2.7484, -0.8692, -0.8003)
C (-3.7682, -0.2003, -1.6667)
N (-1.5192, -0.3954, -0.7462)
N (-1.3195, 0.7611, -1.5044)
C (-0.1000, 1.1483, -1.3644)
O (0.7254, 0.4550, -0.5994)
C (0.4226, 2.3530, -2.0250)
C (-0.3267, 2.9987, -3.0066)
C (0.1688, 4.1404, -3.6099)
C (1.4071, 4.6459, -3.2336)
C (2.1551, 4.0025, -2.2589)
C (1.6677, 2.8538, -1.6558)
H (-2.8804, -3.4540, 2.7204)
H (-2.0371, -4.5795, 1.6633)
H (-3.7471, -4.1845, 1.3586)
H (-4.1751, -2.3406, -0.1661)
H (-4.7301, -0.6970, -1.5814)
H (-3.4352, -0.2179, -2.7049)
H (-3.8616, 0.8508, -1.3964)
H (-1.2883, 2.5950, -3.2903)
H (-0.4089, 4.6382, -4.3764)
H (1.7900, 5.5406, -3.7060)
H (3.1195, 4.3964, -1.9682)
H (2.2430, 2.3439, -0.8952)
S (2.1010, -1.4028, 1.8826)
C (3.2514, -1.8706, 0.7127)
N (3.7099, -3.0952, 0.5780)
C (4.5818, -3.3485, -0.5705)
C (5.2121, -2.0008, -0.9008)
S (3.9896, -0.7557, -0.3669)
H (3.2844, -3.8420, 1.1101)
H (3.9725, -3.7232, -1.3956)
H (5.3324, -4.0926, -0.3124)
H (5.4054, -1.8924, -1.9642)
H (6.1333, -1.8336, -0.3455)
S (1.4844, -4.3684, -2.7241)
C (1.1160, -3.2028, -1.7242)
N (0.8670, -2.3239, -0.9640)
C (-2.2217, 3.0718, 2.9413)
N (-1.4561, 1.9392, 3.4641)
C (-1.5429, 1.6222, 4.8880)
C (-0.9384, 1.0813, 2.6371)
N (-0.4584, 0.3139, 1.9183)
H (-1.9822, 3.9560, 3.5299)
H (-3.2930, 2.8743, 3.0030)
H (-1.9434, 3.2518, 1.9058)
H (-1.2954, 2.5154, 5.4594)
H (-0.8287, 0.8396, 5.1303)
H (-2.5492, 1.2913, 5.1490)

## Properties
Spin multiplicity: 1
Energy above the lowest of the compared OMol25 structures with the same formula, charge and spin in kJ/mol: 0.0
Net charge: +1
Max |F| in eV Å⁻¹: 0.5
Frontier orbital gap in eV: 6.83



6.
ORCA calculation (ωB97M-V/def2-TZVPD) on C3H3O3Rh as an isolated structure in a non-equilibrium geometry.

Element x y z (Å)
O (1.0576, 0.2224, 0.7135)
Rh (-1.3998, -0.7255, 2.9736)
O (-0.8583, 0.4982, 1.7442)
C (-0.1429, 0.6578, 0.7719)
O (-0.6567, 0.7556, -0.5764)
C (-1.1576, -0.2902, -1.2172)
H (-1.7829, 0.1945, -1.9955)
C (1.5551, -0.3288, -0.5430)
H (1.8334, -1.3787, -0.5204)
H (1.5521, 0.3948, -1.3508)

## Properties
Spin multiplicity: 6
Energy above the lowest of the compared OMol25 structures with the same formula, charge and spin in kJ/mol: 356.2
Net charge: +3
Max |F| in eV Å⁻¹: 5.6
Frontier orbital gap (alpha / beta) in eV: 6.33 / 8.54



What is the formula in the fifth record?
C19H23N6O2S3Ti



Look up the max |F| of the second one.
6.4 eV Å⁻¹